Entry 1:
Formula: C33H33Br4N9O3PTi
Source: the Open Molecules 2025 dataset
Level of theory: wB97M-V/def2-TZVPD

* Kohn-Sham gap (spin up / spin down): 3.69 / 5.86 eV
* HOMO (spin up / spin down): 0.3 / -1.9 eV
* ⟨S²⟩: 0.7621
* energy relative to the best compared isomer or geometry (same formula, charge and spin): 12.3 kJ/mol
* LUMO (spin up / spin down): 3.96 / 3.96 eV

ORCA input file:
```
! RIJCOSX wB97M-V def2-TZVPD def2/J DEFGRID3
* xyz -2 2
Ti -0.065 -0.174 0.641
Br -3.888 5.518 -1.146
C -3.170 4.022 -0.227
C -3.548 3.744 1.071
Br -4.823 4.827 1.965
C -2.965 2.650 1.741
Br -3.419 2.212 3.528
C -1.990 1.857 1.149
O -1.343 0.914 1.771
C -1.652 2.095 -0.232
O -0.816 1.280 -0.784
C -2.236 3.188 -0.867
Br -1.689 3.495 -2.661
O 1.384 -0.588 -0.713
C 2.667 -0.434 -0.663
C 3.529 -1.400 -1.229
C 4.898 -1.233 -1.237
C 5.483 -0.092 -0.688
C 4.659 0.868 -0.127
C 3.273 0.722 -0.110
C 2.433 1.761 0.484
N 1.297 1.593 1.134
C 0.919 2.833 1.594
C 1.831 3.764 1.211
N 2.792 3.069 0.508
H 3.076 -2.292 -1.646
H 5.525 -2.007 -1.665
H 6.558 0.032 -0.677
H 5.102 1.734 0.355
H 0.034 2.963 2.190
H 1.874 4.829 1.353
H 3.570 3.458 0.008
C 1.348 -1.179 -5.648
N 0.962 0.195 -5.344
C -0.324 0.448 -5.986
N -1.383 -0.487 -5.613
C -0.916 -1.843 -5.877
N 0.360 -2.182 -5.256
C 0.232 -2.217 -3.788
P -0.331 -0.626 -2.975
C 0.906 0.425 -3.888
C -1.720 -0.312 -4.188
H 2.293 -1.403 -5.149
H 1.489 -1.253 -6.732
H -0.174 0.367 -7.069
H -0.650 1.463 -5.749
H -0.807 -1.957 -6.962
H -1.672 -2.550 -5.527
H 1.215 -2.453 -3.368
H -0.441 -3.031 -3.504
H 1.897 0.226 -3.469
H 0.672 1.476 -3.700
H -2.054 0.719 -4.044
H -2.566 -0.959 -3.936
C 1.550 -0.568 4.387
C 1.702 -1.962 3.847
C 2.266 -2.975 4.602
C 2.381 -4.268 4.100
C 1.907 -4.528 2.822
C 1.336 -3.539 2.030
C 0.814 -3.884 0.660
C 1.228 -2.221 2.534
N 0.673 -1.214 1.816
H 2.126 -0.434 5.306
H 0.500 -0.344 4.596
H 1.868 0.166 3.644
H 2.624 -2.751 5.603
H 2.836 -5.055 4.691
H 1.970 -5.536 2.420
H 1.480 -4.597 0.165
H 0.729 -2.993 0.041
H -0.179 -4.338 0.720
N -4.154 -3.330 -1.551
C -3.545 -2.751 -0.412
C -2.394 -2.010 -0.549
N -1.729 -1.455 0.530
C -2.310 -1.780 1.736
C -3.450 -2.515 1.824
N -4.148 -3.017 0.754
H -3.942 -2.836 -2.405
H -5.148 -3.428 -1.404
H -1.968 -1.849 -1.527
H -1.823 -1.407 2.623
H -3.862 -2.732 2.804
*
```

***

Entry 2:
Formula: C33H33F6FeN7O4PSSi
Source: the Open Molecules 2025 dataset
Level of theory: wB97M-V/def2-TZVPD

* Kohn-Sham gap (spin up / spin down): 7.93 / 7.76 eV
* HOMO (spin up / spin down): -12.0 / -12.0 eV
* ⟨S²⟩: 6.0234
* energy relative to the best compared isomer or geometry (same formula, charge and spin): 157.1 kJ/mol
* LUMO (spin up / spin down): -4.02 / -4.20 eV

ORCA input file:
```
! RIJCOSX wB97M-V def2-TZVPD def2/J DEFGRID3
* xyz 1 5
Fe -0.355 1.560 0.406
C -0.919 6.005 0.928
C -0.756 4.668 1.272
N -1.046 3.700 0.416
C -1.492 4.063 -0.797
C -1.561 5.397 -1.152
N -1.294 6.371 -0.287
C -1.937 2.945 -1.676
C -2.534 3.069 -2.919
C -3.020 1.925 -3.551
C -2.965 0.703 -2.876
C -2.397 0.671 -1.618
N -1.852 1.759 -1.083
C -2.453 -0.456 -0.646
C -3.171 -1.628 -0.827
N -3.364 -2.492 0.164
C -2.819 -2.200 1.337
C -2.059 -1.052 1.525
N -1.889 -0.184 0.537
C -3.644 2.021 -4.891
C -4.788 1.297 -5.203
C -5.345 1.444 -6.464
N -4.840 2.239 -7.404
C -3.739 2.922 -7.100
C -3.110 2.853 -5.867
H -0.725 6.791 1.647
H -0.366 4.378 2.238
H -1.837 5.701 -2.154
H -2.652 4.037 -3.386
H -3.363 -0.190 -3.335
H -3.617 -1.876 -1.782
H -2.985 -2.897 2.149
H -1.592 -0.818 2.473
H -5.261 0.652 -4.474
H -6.244 0.900 -6.730
H -3.339 3.556 -7.882
H -2.203 3.416 -5.688
C 4.554 -0.358 2.792
Si 2.950 0.374 3.338
C 2.201 -0.559 4.748
C 2.948 2.205 3.523
C 1.790 -0.075 1.725
C 0.662 0.488 1.872
H 5.274 -0.227 3.604
H 4.950 0.133 1.903
H 4.455 -1.425 2.592
H 2.845 -0.491 5.629
H 2.098 -1.615 4.489
H 1.219 -0.167 5.016
H 3.614 2.505 4.335
H 1.944 2.569 3.750
H 3.285 2.688 2.605
F 0.857 2.456 -1.305
P 2.261 3.197 -0.731
F 2.908 1.716 -0.586
F 3.526 3.852 -0.044
F 1.563 2.935 0.775
F 2.806 3.313 -2.205
F 1.504 4.595 -0.823
C 1.578 -4.663 5.026
C 1.242 -4.612 3.561
C 0.546 -3.525 3.028
C 0.235 -3.472 1.682
C 0.622 -4.517 0.848
C 1.317 -5.604 1.352
C 1.624 -5.641 2.706
S 0.110 -4.496 -0.842
O -1.300 -4.244 -0.884
O 0.716 -5.616 -1.486
N 0.790 -3.134 -1.457
C 2.235 -2.945 -1.333
C 2.543 -1.466 -1.511
C 1.804 -0.700 -0.469
O 2.435 -0.746 0.738
O 0.736 -0.161 -0.632
H 0.835 -4.132 5.620
H 2.549 -4.199 5.215
H 1.633 -5.691 5.382
H 0.228 -2.722 3.684
H -0.318 -2.631 1.278
H 1.602 -6.408 0.689
H 2.160 -6.492 3.107
H 0.202 -2.335 -1.266
H 2.747 -3.519 -2.104
H 2.609 -3.277 -0.359
H 2.226 -1.110 -2.489
H 3.612 -1.298 -1.383
*
```

***

Entry 3:
Formula: C33H33N2O6P
Source: the Open Molecules 2025 dataset
Level of theory: wB97M-V/def2-TZVPD

* Kohn-Sham gap: 8.27 eV
* HOMO: -8.8 eV
* LUMO: -0.53 eV

ORCA input file:
```
! RIJCOSX wB97M-V def2-TZVPD def2/J DEFGRID3
* xyz 0 1
H -3.410 -6.702 -3.983
N -3.136 -5.820 -4.429
C -2.162 -5.356 -3.764
C -1.559 -6.071 -2.519
C -0.734 -5.030 -1.772
C -1.321 -4.123 -0.919
C -2.833 -4.087 -0.642
C -3.331 -2.639 -0.942
O -2.762 -2.261 -2.207
C -4.854 -2.568 -1.128
N -5.244 -1.183 -1.506
C -0.549 -3.144 -0.272
C 0.792 -3.131 -0.531
C 1.404 -4.039 -1.384
C 0.649 -4.998 -2.010
O 1.215 -5.893 -2.891
C 2.895 -3.868 -1.585
O 3.677 -4.798 -1.609
C 3.320 -2.415 -1.706
C 4.285 -2.046 -2.607
C 4.579 -0.700 -2.687
C 3.947 0.251 -1.905
P 4.418 2.033 -2.162
O 2.968 2.817 -2.349
O 5.049 1.989 -3.692
C 2.989 -0.129 -0.950
C 2.256 0.851 -0.047
C 3.185 1.692 0.882
C 2.358 2.145 2.078
C 1.385 3.119 1.993
C 0.692 3.472 3.134
C 0.941 2.888 4.354
C 1.920 1.912 4.439
C 2.603 1.543 3.306
C 2.698 -1.488 -0.880
C 1.685 -2.073 0.094
O 1.608 -1.769 1.268
H -1.716 -4.394 -4.045
H -2.415 -6.419 -1.937
H -0.939 -6.877 -2.917
H -3.349 -4.803 -1.284
H -3.008 -4.321 0.417
H -3.008 -1.939 -0.161
H -2.040 -1.646 -2.046
H -5.402 -2.810 -0.210
H -5.105 -3.208 -1.982
H -5.555 -1.202 -2.466
H -4.472 -0.543 -1.385
H -1.009 -2.425 0.398
H 1.546 -6.639 -2.375
H 4.798 -2.767 -3.236
H 5.319 -0.323 -3.391
H 2.857 3.449 -1.630
H 4.330 2.133 -4.328
H 1.450 0.375 0.512
H 1.749 1.557 -0.722
H 4.018 1.055 1.193
H 3.517 2.605 0.376
H 1.166 3.614 1.048
H -0.084 4.236 3.063
H 0.370 3.216 5.219
H 2.102 1.443 5.404
H 3.362 0.763 3.341
C -2.041 6.308 4.584
C -3.116 6.043 3.747
C -3.582 7.025 2.883
C -2.974 8.273 2.859
C -1.904 8.540 3.702
C -1.436 7.557 4.563
H -1.674 5.540 5.253
H -3.592 5.070 3.767
H -4.419 6.818 2.228
H -3.336 9.038 2.183
H -1.434 9.515 3.687
H -0.600 7.765 5.219
*
```

***

Entry 4:
Formula: C33H33N3O6
Source: the Open Molecules 2025 dataset
Level of theory: wB97M-V/def2-TZVPD

* Kohn-Sham gap: 8.01 eV
* HOMO: -7.7 eV
* energy relative to the best compared isomer or geometry (same formula, charge and spin): 8.6 kJ/mol
* LUMO: 0.30 eV

ORCA input file:
```
! RIJCOSX wB97M-V def2-TZVPD def2/J DEFGRID3
* xyz 0 1
C 7.299 0.985 0.054
O 6.355 1.024 1.095
C 5.046 0.800 0.792
C 4.160 0.816 1.871
C 2.821 0.565 1.678
C 2.314 0.328 0.399
C 0.903 0.005 0.232
C 0.032 0.550 -0.638
C 0.325 1.770 -1.479
C -0.596 1.941 -2.686
C -2.065 1.833 -2.281
C -2.286 0.414 -1.784
C -1.321 0.061 -0.673
N -1.852 -0.699 0.217
N -3.172 -0.865 -0.063
C -3.968 -1.716 0.611
O -5.168 -1.779 0.441
C -3.200 -2.632 1.568
O -2.204 -3.328 0.821
C -0.930 -3.170 1.165
O -0.531 -2.641 2.168
C -0.021 -3.797 0.119
N 1.364 -3.639 0.472
C 2.235 -2.986 -0.339
O 1.943 -2.650 -1.471
C 3.597 -2.791 0.236
C 4.684 -2.842 -0.631
C 5.969 -2.672 -0.154
C 6.180 -2.429 1.194
C 5.101 -2.352 2.058
C 3.814 -2.536 1.586
C -3.634 0.028 -1.143
C -4.412 1.187 -0.580
C -5.587 1.603 -1.182
C -6.309 2.674 -0.683
C -5.857 3.349 0.445
O -6.482 4.411 1.024
C -7.700 4.855 0.478
C -4.673 2.932 1.055
C -3.963 1.866 0.550
C 3.202 0.322 -0.671
C 4.553 0.548 -0.482
H 7.110 1.766 -0.691
H 8.265 1.166 0.524
H 7.311 0.008 -0.439
H 4.556 1.010 2.855
H 2.147 0.563 2.521
H 0.518 -0.753 0.902
H 1.364 1.764 -1.802
H 0.200 2.639 -0.822
H -0.406 2.916 -3.140
H -0.370 1.176 -3.432
H -2.292 2.553 -1.492
H -2.717 2.044 -3.131
H -2.079 -0.274 -2.617
H -3.893 -3.361 1.994
H -2.717 -2.047 2.358
H -0.287 -4.855 0.005
H -0.175 -3.296 -0.842
H 1.602 -3.793 1.439
H 4.498 -3.022 -1.680
H 6.808 -2.729 -0.833
H 7.183 -2.290 1.570
H 5.264 -2.144 3.104
H 2.982 -2.443 2.269
H -4.272 -0.548 -1.818
H -5.955 1.082 -2.054
H -7.223 2.964 -1.178
H -8.461 4.069 0.502
H -7.574 5.209 -0.551
H -8.019 5.684 1.106
H -4.335 3.461 1.932
H -3.053 1.556 1.043
H 2.843 0.074 -1.658
H 5.211 0.510 -1.336
*
```

***

Entry 5:
Formula: C33H33N4O2
Source: the Open Molecules 2025 dataset
Level of theory: wB97M-V/def2-TZVPD

* Kohn-Sham gap: 6.33 eV
* HOMO: -11.0 eV
* energy relative to the best compared isomer or geometry (same formula, charge and spin): 128.2 kJ/mol
* LUMO: -4.65 eV

ORCA input file:
```
! RIJCOSX wB97M-V def2-TZVPD def2/J DEFGRID3
* xyz 1 1
C 0.260 1.221 7.480
O 0.691 1.986 6.334
C 0.552 1.430 5.101
C 1.086 2.182 4.019
C 1.141 1.618 2.763
C 0.778 0.256 2.561
C 1.123 -0.457 1.377
C 1.721 -1.735 1.402
C 2.072 -2.322 0.141
C 2.751 -3.516 0.106
C 3.084 -4.188 1.307
O 3.765 -5.347 1.118
C 3.898 -5.537 -0.351
C 3.239 -4.336 -1.039
C 2.749 -3.644 2.562
C 2.067 -2.457 2.602
C 0.095 -0.407 3.620
C -0.029 0.151 4.874
H 0.485 1.877 8.319
H -0.822 1.012 7.433
H 0.812 0.270 7.580
H 1.479 3.168 4.241
H 1.541 2.197 1.929
H 1.144 -0.008 0.413
H 1.762 -1.847 -0.788
H 4.976 -5.618 -0.562
H 3.388 -6.476 -0.594
H 2.399 -4.657 -1.669
H 3.947 -3.783 -1.668
H 3.036 -4.194 3.450
H 1.784 -2.082 3.585
H -0.335 -1.403 3.451
H -0.496 -0.403 5.691
N -0.964 -2.144 -0.558
N -1.001 -1.369 -1.406
N -0.948 -0.661 -2.426
C -1.398 0.714 -2.220
C -1.922 1.240 -3.569
C -2.593 2.470 -3.573
C -3.102 2.997 -4.766
C -2.967 2.276 -5.956
C -2.246 1.077 -5.967
C -1.736 0.550 -4.767
C -2.536 0.719 -1.199
C -3.619 -0.136 -1.431
C -4.707 -0.129 -0.549
C -4.689 0.705 0.575
C -3.607 1.552 0.797
C -2.549 1.600 -0.122
C -0.155 1.575 -1.893
C 0.930 1.389 -3.000
C 2.242 1.823 -2.348
C 2.007 1.726 -0.835
N 0.596 1.296 -0.643
H -2.706 3.024 -2.634
H -3.615 3.964 -4.743
H -3.396 2.666 -6.879
H -2.083 0.530 -6.901
H -1.176 -0.390 -4.768
H -3.646 -0.778 -2.326
H -5.558 -0.781 -0.744
H -5.519 0.697 1.274
H -3.560 2.207 1.662
H -1.732 2.322 -0.018
H -0.503 2.634 -1.880
H 0.942 0.313 -3.239
H 0.684 1.943 -3.919
H 3.062 1.165 -2.662
H 2.515 2.858 -2.610
H 2.677 0.969 -0.403
H 2.240 2.680 -0.318
H 0.193 1.759 0.175
*
```

***

Entry 6:
Formula: C33H33N8O6RbS
Source: the Open Molecules 2025 dataset
Level of theory: wB97M-V/def2-TZVPD

* Kohn-Sham gap: 4.65 eV
* HOMO: -1.1 eV
* energy relative to the best compared isomer or geometry (same formula, charge and spin): 48.8 kJ/mol
* LUMO: 3.54 eV

ORCA input file:
```
! RIJCOSX wB97M-V def2-TZVPD def2/J DEFGRID3
* xyz -2 1
Rb -0.296 -0.961 0.875
C 2.035 2.299 0.897
N 1.133 2.004 -0.192
C -0.090 2.791 -0.077
C 1.703 2.068 -1.495
C 2.937 2.650 -1.724
C 3.518 2.705 -2.996
C 2.813 2.163 -4.058
C 1.573 1.574 -3.860
C 0.966 1.479 -2.580
N -0.165 0.808 -2.319
C -0.996 0.429 -3.342
C -1.562 1.349 -4.237
C -2.532 0.993 -5.164
C -2.963 -0.322 -5.236
C -2.388 -1.269 -4.391
C -1.408 -0.928 -3.463
N -0.822 -1.881 -2.605
C -1.457 -3.179 -2.522
C 0.626 -2.013 -2.708
H 2.364 3.356 0.910
H 2.919 1.665 0.839
H 1.522 2.100 1.836
H 0.127 3.872 -0.163
H -0.548 2.618 0.898
H -0.775 2.500 -0.870
H 3.482 3.079 -0.892
H 4.491 3.162 -3.135
H 3.235 2.176 -5.059
H 1.060 1.127 -4.703
H -1.242 2.383 -4.156
H -2.959 1.750 -5.814
H -3.727 -0.621 -5.945
H -2.706 -2.300 -4.472
H -1.364 -3.764 -3.455
H -2.518 -3.065 -2.295
H -0.986 -3.743 -1.717
H 0.943 -2.618 -3.574
H 0.985 -2.501 -1.805
H 1.087 -1.032 -2.782
N 3.177 -4.266 5.842
C 2.017 -3.560 5.469
C 1.408 -2.666 6.346
C 0.263 -1.984 5.968
C -0.283 -2.184 4.707
C 0.296 -3.100 3.838
C 1.435 -3.788 4.224
S -1.670 -1.203 4.179
O -2.271 -1.927 3.078
O -2.466 -0.938 5.353
N -1.033 0.095 3.504
C -0.396 1.050 4.207
N 0.062 2.082 3.438
C 0.696 3.063 4.037
C 0.927 3.103 5.409
C 0.456 2.006 6.104
N -0.188 0.997 5.541
H 3.762 -3.744 6.478
H 3.714 -4.561 5.039
H 1.840 -2.499 7.327
H -0.209 -1.275 6.632
H -0.131 -3.303 2.862
H 1.882 -4.514 3.556
H 1.054 3.861 3.388
H 1.454 3.915 5.888
H 0.608 1.924 7.179
O 0.852 -5.797 0.046
C 1.105 -4.618 0.324
O 0.387 -3.593 0.213
C 2.483 -4.363 0.969
C 3.281 -5.431 1.357
C 4.454 -5.221 2.075
C 4.840 -3.935 2.418
C 4.043 -2.878 2.006
C 2.886 -3.071 1.275
N 4.432 -1.514 2.390
O 3.699 -0.602 2.076
O 5.477 -1.374 3.008
H 2.937 -6.424 1.100
H 5.064 -6.063 2.381
H 5.736 -3.735 2.987
H 2.290 -2.235 0.942
*
```